# 1
Entry from the Open Molecules 2025 dataset: a 13-piece molecular cluster, C29H84N10O13 overall at a distorted geometry (the ωB97M-V functional and the def2-TZVPD basis).

Output
Gap between HOMO and LUMO   9.5 eV
E   -72952.6081 eV
ΔE to the lowest compared entry with this formula, charge and spin   124.99 kcal per mole

The geometry in ORCA input format:
```
! RIJCOSX wB97M-V def2-TZVPD def2/J DEFGRID3
* xyz 0 1
C -0.263 -3.488 -4.392
O -0.689 -3.249 -3.241
N 0.233 -2.541 -5.198
N -0.088 -4.661 -4.980
H 0.737 -2.851 -6.017
H 0.034 -1.557 -5.090
H 0.499 -4.629 -5.801
H -0.409 -5.520 -4.556
C 0.930 0.391 0.548
O 1.333 0.677 -0.543
N 0.183 -0.668 0.643
N 0.969 1.122 1.621
H 0.066 -1.069 -0.276
H -0.308 -0.950 1.479
H 1.317 2.070 1.641
H 0.436 0.755 2.396
C 4.121 -5.931 0.245
O 4.948 -6.298 1.080
N 3.688 -6.743 -0.653
N 3.524 -4.741 0.114
H 4.289 -7.552 -0.590
H 2.844 -6.679 -1.203
H 3.757 -4.001 0.761
H 2.788 -4.593 -0.562
C -0.475 -3.550 4.651
O -1.191 -2.570 4.487
N -0.685 -4.685 4.043
N 0.710 -3.415 5.142
H -1.632 -4.753 3.697
H -0.094 -5.485 4.214
H 1.372 -4.171 5.249
H 0.957 -2.484 5.446
C -2.085 -7.731 -0.765
O -1.054 -7.900 -1.450
N -2.713 -6.613 -0.735
N -2.778 -8.585 -0.146
H -3.626 -6.476 -0.325
H -2.294 -5.805 -1.174
H -2.443 -9.521 -0.322
H -3.447 -8.239 0.527
C 6.060 1.542 2.815
C 6.427 0.066 2.633
C 7.819 -0.187 3.228
O 5.516 -0.851 3.326
H 5.780 1.804 3.835
H 5.194 1.783 2.198
H 6.793 2.325 2.617
H 6.474 -0.172 1.571
H 8.094 -1.240 3.186
H 8.005 0.250 4.209
H 8.466 0.324 2.515
H 4.956 -0.313 3.890
C -4.599 -0.229 -3.751
C -4.522 0.406 -5.087
C -5.897 0.462 -5.710
O -4.011 1.659 -4.904
H -5.458 0.052 -3.142
H -3.654 -0.013 -3.254
H -4.799 -1.300 -3.765
H -3.808 -0.174 -5.672
H -6.434 1.372 -5.439
H -6.432 -0.454 -5.460
H -5.974 0.664 -6.778
H -3.094 1.566 -4.637
C 3.745 7.085 0.312
C 2.441 6.813 1.068
C 1.332 6.413 0.089
O 2.607 5.580 1.775
H 4.553 7.162 1.040
H 3.648 8.044 -0.197
H 3.935 6.284 -0.402
H 2.191 7.544 1.838
H 0.408 6.074 0.558
H 1.744 5.658 -0.582
H 1.141 7.300 -0.515
H 3.259 5.699 2.470
C 6.808 2.090 -3.402
C 7.284 0.704 -3.028
C 6.045 -0.226 -3.017
O 8.186 0.218 -3.959
H 6.230 2.545 -2.598
H 6.221 2.363 -4.279
H 7.635 2.782 -3.560
H 7.816 0.734 -2.077
H 5.749 -0.451 -4.041
H 5.288 0.098 -2.303
H 6.368 -1.206 -2.666
H 7.666 -0.362 -4.520
C -5.976 -4.113 2.467
C -6.118 -5.091 3.602
C -7.577 -5.597 3.860
O -5.327 -6.186 3.352
H -6.376 -3.106 2.584
H -6.397 -4.510 1.543
H -4.932 -3.871 2.271
H -5.793 -4.600 4.519
H -7.577 -6.166 4.789
H -8.088 -6.107 3.044
H -8.178 -4.715 4.082
H -5.415 -6.697 4.160
C 0.305 2.156 -7.371
C 0.966 2.715 -6.042
C 0.774 4.201 -5.929
O 0.292 2.099 -4.935
H 0.830 1.246 -7.660
H 0.563 2.890 -8.135
H -0.762 1.947 -7.297
H 2.018 2.448 -5.942
H -0.191 4.556 -6.292
H 1.457 4.576 -6.691
H 0.989 4.630 -4.950
H 0.782 2.095 -4.110
C -4.390 2.931 0.563
C -5.628 3.321 1.465
C -6.716 2.352 1.178
O -5.323 3.426 2.765
H -3.660 3.656 0.923
H -4.609 3.017 -0.501
H -3.895 1.983 0.775
H -6.030 4.271 1.113
H -7.536 2.470 1.886
H -6.345 1.328 1.137
H -7.146 2.453 0.181
H -5.191 2.534 3.096
C -1.066 6.065 5.606
C -0.957 4.972 6.665
C -1.063 3.585 5.993
O 0.267 5.149 7.370
H -1.383 6.958 6.145
H -1.706 5.793 4.767
H -0.041 6.192 5.259
H -1.758 5.117 7.389
H -0.999 2.708 6.638
H -0.355 3.531 5.165
H -1.907 3.465 5.314
H 0.510 4.326 7.800
*
```


# 2
Entry from the Open Molecules 2025 dataset: an isolated ion of composition C3H8NO and charge -1 at a distorted geometry (the ωB97M-V functional and the def2-TZVPD basis).

Output
Gap between HOMO and LUMO   6.7 eV
E   -6776.3490 eV
ΔE to the lowest compared entry with this formula, charge and spin   37.89 kcal per mole

The geometry in ORCA input format:
```
! RIJCOSX wB97M-V def2-TZVPD def2/J DEFGRID3
* xyz -1 1
C -0.958 0.221 1.619
N -0.914 -0.772 0.529
C -0.678 -0.175 -0.838
C 0.763 0.593 -0.899
O 1.881 -0.119 -0.575
H -1.539 -0.164 2.627
H 0.042 0.618 2.037
H -1.323 1.199 1.225
H -0.011 -1.068 0.810
H -0.559 -1.007 -1.593
H -1.337 0.619 -1.265
H 0.687 0.804 -2.025
H 0.624 1.519 -0.219
*
```


no.,E_LUMO (eV)
1,0.083
2,4.360